# 1
# C29H46P2PdSe

C29H46P2PdSe as an isolated structure in a non-equilibrium geometry (wB97M-V/def2-TZVPD, OMol25).

Geometry (Å):
H: 1.464 5.128 -1.754
H: 2.591 5.187 0.434
H: -0.157 -2.530 -4.770
C: -2.370 -1.801 1.298
H: -1.541 0.505 -1.836
C: -2.191 -4.447 -2.833
H: 1.229 -1.587 3.841
H: -2.325 3.952 -0.182
H: -0.047 -4.294 1.588
H: -0.491 -3.753 -0.088
H: -4.360 -0.148 2.821
C: -1.778 1.578 -1.646
C: 0.896 0.934 -0.728
H: 3.586 1.530 -1.357
H: -3.628 -3.327 0.557
C: 1.181 3.801 0.978
H: 1.819 1.611 -0.630
H: 3.589 4.437 -1.397
C: 0.795 -2.316 3.154
H: -3.231 1.221 2.821
C: -1.292 -0.742 2.985
C: 2.921 3.571 -1.608
C: 0.542 3.739 -0.385
H: -3.899 0.605 1.300
H: 0.449 3.998 1.828
C: -0.465 -1.806 2.564
H: 3.125 3.251 -2.650
H: -3.306 -2.027 -0.633
H: 3.005 -2.149 -0.691
H: -0.210 4.543 -0.333
C: -3.521 0.309 2.280
H: -1.968 -6.340 -5.623
H: 2.753 -1.060 1.963
C: -0.838 -3.841 0.966
H: -2.647 -4.417 -1.838
H: 0.613 -3.241 3.725
C: 2.537 -0.258 1.249
H: 4.598 4.228 1.411
H: -1.621 2.210 -2.538
H: 1.657 -2.089 -1.868
Pd: 1.240 2.070 1.755
C: -2.399 -5.506 -3.693
H: -1.544 3.777 1.418
P: -0.637 2.220 -0.349
C: -2.400 -0.653 2.132
C: 3.719 3.573 1.502
C: -3.510 -2.238 0.435
Se: -1.026 -1.974 -2.044
H: 0.752 0.807 -1.814
H: 4.436 1.635 0.835
H: -3.038 -6.328 -3.375
C: -0.782 -3.371 -4.479
H: -2.811 1.662 -1.248
C: -1.174 -2.506 1.549
C: 3.246 2.374 -0.718
H: 0.920 3.650 -2.531
C: 3.713 2.414 0.585
P: 1.217 -0.735 0.060
H: -1.753 -4.477 1.005
H: -4.445 -1.727 0.746
C: 1.438 4.037 -1.635
C: -1.926 3.220 0.551
H: -1.545 -0.518 5.076
H: 3.470 -0.053 0.700
C: 2.479 4.471 1.241
H: 2.322 0.624 1.884
C: -1.052 0.020 4.244
H: 0.005 0.120 4.480
C: -1.368 -3.359 -3.197
H: -2.746 2.560 0.858
C: -1.799 -5.496 -4.957
H: -1.504 1.003 4.175
C: 2.299 -1.489 -1.208
H: 3.653 3.169 2.531
C: -0.984 -4.427 -5.351
H: 2.828 -0.715 -1.773
H: -0.526 -4.429 -6.333
H: 2.216 4.989 2.168
H: 1.554 -2.561 2.401

Computed properties:
2S+1 ... 5
Net charge ... +2
Strongest force on any atom ... 3.7 eV Å⁻¹
Gap between HOMO and LUMO (alpha / beta) ... 6.12 / 5.68 eV
Molar mass ... 642.015 g/mol

=====

# 2
# C22H30LuO2Si

C22H30LuO2Si as an isolated structure in a non-equilibrium geometry (wB97M-V/def2-TZVPD, OMol25).

Geometry (Å):
H: 4.592 -0.364 -4.634
H: -4.321 1.978 -1.598
C: -3.155 2.021 -3.439
H: -3.638 -1.378 2.512
H: -0.208 -3.726 -2.046
H: 1.272 2.285 3.844
C: 2.872 0.749 -1.925
C: -1.265 -1.692 3.340
H: 2.661 -1.937 -4.726
C: 3.772 -0.298 -3.900
H: -3.397 0.143 1.605
C: 3.885 0.655 -2.884
H: 4.723 1.337 -2.803
C: 0.959 2.790 1.650
C: -0.835 2.251 3.048
C: 0.608 2.307 2.966
H: -1.763 -2.653 3.107
C: -3.076 -0.433 2.473
C: 2.698 -1.181 -3.951
O: -1.662 -0.689 2.348
H: -1.798 1.793 -5.154
H: -0.324 3.364 -0.098
H: 0.786 -1.776 -3.106
H: 2.501 -0.108 4.136
H: -2.637 0.606 -0.361
H: -0.040 0.633 -3.825
H: 0.205 -3.991 0.193
C: 0.266 -1.926 3.420
Lu: -0.045 0.538 1.392
H: -1.422 2.253 3.966
H: 0.599 -4.870 -1.123
H: 2.932 -0.152 2.389
C: 0.315 -3.806 -1.062
C: 1.635 -1.094 -3.017
C: -2.436 0.942 -1.389
C: -3.409 1.662 -2.100
H: -3.918 2.560 -4.011
H: 0.544 -2.865 2.897
H: 0.558 -2.025 4.486
C: -1.364 2.635 1.762
H: -3.295 0.130 3.392
C: -0.248 2.974 0.906
H: -2.393 2.813 1.518
H: -1.624 -1.382 4.343
C: 1.686 -0.029 -2.089
Si: 0.469 0.861 -1.040
C: 2.427 -0.694 3.202
H: 2.909 1.515 -1.136
C: -0.989 0.930 -3.364
H: 1.212 -3.133 -1.114
O: 1.031 -0.827 2.799
H: 1.969 3.089 1.338
H: 2.896 -1.684 3.358
C: -1.116 0.906 -1.954
H: -0.605 -3.593 -0.447
C: -1.999 1.587 -4.095

Computed properties:
2S+1 ... 1
Net charge ... +1
Strongest force on any atom ... 4.5 eV Å⁻¹
Gap between HOMO and LUMO (alpha / beta) ... 5.77 / 4.49 eV
Molar mass ... 529.533 g/mol

=====

Results for relative energy (zero: lowest compared OMol25 entry of this formula, charge and spin): 53.5, 148.6 (in kcal per mole, following the order of the records).